DFT (ωB97M-V with the def2-TZVPD basis set) results for a single C2H6S2 molecule at a distorted geometry.

## Properties
E_LUMO	0.44	eV
relative energy (zero: lowest compared OMol25 entry of this formula, charge and spin)	0.381	eV
SMILES string	CCSS
HOMO-LUMO gap	8.6587	eV

The geometry in XYZ format:
```
10
Properties=species:S:1:pos:R:3:forces:R:3:nbo_charge:R:1
S -1.325 0.268 0.399 -0.9 0.3 0.8 0.127
S -1.721 -1.224 1.845 -0.4 0.4 -0.2 -0.161
C 0.266 -0.286 -0.069 2.3 -0.7 -0.2 -0.578
C 1.003 0.778 -0.873 0.1 0.3 -0.8 -0.614
H 0.190 -1.216 -0.637 -0.1 0.1 -0.1 0.215
H 1.262 1.692 -0.333 -0.7 0.0 0.2 0.218
H -3.053 -0.957 1.888 0.5 -0.1 -0.1 0.145
H 0.416 1.000 -1.770 0.3 0.3 0.1 0.209
H 0.961 -0.521 0.748 -0.7 0.0 0.4 0.218
H 2.002 0.465 -1.197 -0.3 -0.6 -0.1 0.221
```
Positions in Å, forces in eV/Å.


DFT (ωB97M-V with the def2-TZVPD basis set) results for a molecular structure, C2H6Si2 at a distorted geometry.

## Properties
E_LUMO	-0.14	eV
relative energy (zero: lowest compared OMol25 entry of this formula, charge and spin)	1.063	eV
HOMO-LUMO gap	7.7253	eV

The geometry in XYZ format:
```
10
Properties=species:S:1:pos:R:3:forces:R:3:nbo_charge:R:1
Si -1.014 -0.339 0.216 1.8 0.5 -1.2 1.302
Si 1.780 0.315 0.232 0.3 0.3 1.9 0.751
C -0.879 1.384 0.001 0.1 -0.3 -0.6 -1.201
C 0.653 -1.201 0.157 -0.8 1.9 0.2 -1.417
H -0.201 1.977 -0.663 0.0 -1.2 0.6 0.267
H 0.997 -1.805 -0.617 0.0 -1.2 -1.7 0.264
H 1.637 0.604 -1.159 -0.1 0.4 -1.7 -0.299
H 0.732 -1.744 1.050 0.0 -0.9 1.5 0.247
H -2.081 -1.290 0.511 -0.6 0.4 0.6 -0.150
H -1.624 2.099 0.271 -0.8 0.1 0.4 0.235
```
Positions in Å, forces in eV/Å.


DFT (ωB97M-V with the def2-TZVPD basis set) results for a single C2H6Si2 molecule at a distorted geometry.

## Properties
E_LUMO	-0.47	eV
relative energy (zero: lowest compared OMol25 entry of this formula, charge and spin)	1.378	eV
HOMO-LUMO gap	7.7538	eV

The geometry in XYZ format:
```
10
Properties=species:S:1:pos:R:3:forces:R:3:nbo_charge:R:1
Si -1.358 1.545 -0.378 -0.2 -0.5 -0.5 0.804
Si 0.864 -0.597 0.513 -3.4 1.0 -2.4 1.273
C 0.491 1.073 -0.337 0.2 -0.3 1.4 -1.462
C -0.579 -1.561 0.635 2.9 0.9 0.5 -1.089
H -1.166 -1.615 -0.221 -1.4 0.1 -1.3 0.220
H -0.390 -2.478 1.103 -0.5 -1.4 1.0 0.214
H -1.750 1.016 -1.874 0.6 0.2 1.2 -0.287
H 1.897 -0.444 1.412 1.6 -0.1 1.5 -0.190
H 1.075 1.664 0.386 -0.5 0.4 0.3 0.254
H 0.917 1.399 -1.240 0.8 -0.3 -1.7 0.264
```
Positions in Å, forces in eV/Å.


DFT (ωB97M-V with the def2-TZVPD basis set) results for a single C2H6Si2 molecule at a distorted geometry.

## Properties
E_LUMO	-1.09	eV
relative energy (zero: lowest compared OMol25 entry of this formula, charge and spin)	1.498	eV
HOMO-LUMO gap	6.8174	eV

The geometry in XYZ format:
```
10
Properties=species:S:1:pos:R:3:forces:R:3:nbo_charge:R:1
Si 2.614 0.520 0.126 -2.2 0.4 0.9 0.835
Si -0.649 -0.400 0.247 -0.9 0.5 0.1 1.240
C 1.119 -0.589 -0.510 0.6 -1.4 3.0 -1.458
C -1.924 0.827 0.029 3.2 -1.8 -0.9 -1.127
H -0.892 -1.461 1.292 0.2 0.3 -0.4 -0.185
H 1.198 -0.648 -1.539 -0.2 0.1 -2.4 0.259
H -2.953 0.642 0.236 -0.5 0.2 0.4 0.235
H -1.622 1.483 -0.787 -0.6 0.3 0.2 0.215
H 1.553 1.290 1.157 1.4 -0.5 -0.7 -0.295
H 1.555 -1.666 -0.252 -1.0 1.8 -0.1 0.281
```
Positions in Å, forces in eV/Å.